A 2-piece molecular cluster, CCl2F3PS overall at a distorted geometry. Source: OMol25; level of theory: ωB97M-V/def2-TZVPD.

Each line ends with the Löwdin charge.
Element x y z (Å)
C 1.68668 -0.16162 -0.22952  -1.03
F 1.83150 -0.27641 -1.56838  0.07
F 0.38456 0.22666 0.00708  -0.03
F 1.73798 -1.40567 0.32220  0.05
P -2.65144 0.36818 1.20043  -0.05
S 2.89440 0.91524 0.44087  0.88
Cl -2.69615 1.60556 -0.31761  0.07
Cl -3.18752 -1.27193 0.14492  0.02

LUMO (alpha / beta), eV: -1.108 / -3.489
Total charge: 0
Relative energy (zero: lowest compared OMol25 entry of this formula, charge and spin), eV: 2.519
Frontier orbital gap (alpha / beta), eV: 9.87 / 4.69

CCl2N2 as an isolated structure at a distorted geometry. Source: OMol25; level of theory: ωB97M-V/def2-TZVPD.

Each line ends with the Löwdin charge.
Element x y z (Å)
C 0.60058 -0.06366 -0.48273  -0.62
N 1.60262 -0.24158 -1.02442  0.19
N -0.69674 -0.03027 -0.14725  -0.59
Cl -0.14872 -1.17005 1.65200  0.33
Cl -1.35774 1.50555 0.00241  0.69

LUMO (alpha / beta), eV: -3.384 / -3.401
Total charge: 0
Relative energy (zero: lowest compared OMol25 entry of this formula, charge and spin), eV: 2.499
Frontier orbital gap (alpha / beta), eV: 7.81 / 7.75

A 2-piece molecular cluster, CCl2NOP overall at a distorted geometry. Source: OMol25; level of theory: ωB97M-V/def2-TZVPD.

Each line ends with the Löwdin charge.
Element x y z (Å)
C 1.08932 -0.25006 0.19477  -0.40
N 2.20150 -0.07334 0.00269  0.11
O -1.07734 -0.70849 1.81022  -0.39
P -0.69630 -0.36555 0.44846  0.33
Cl -1.36588 -1.65528 -0.93906  0.32
Cl -0.15130 3.05271 -1.51709  0.02

LUMO (alpha / beta), eV: -2.831 / -4.405
Total charge: 0
Relative energy (zero: lowest compared OMol25 entry of this formula, charge and spin), eV: 3.573
Frontier orbital gap (alpha / beta), eV: 9.57 / 5.77

A 2-piece molecular cluster, CCl3F3NOPS overall at a distorted geometry. Source: OMol25; level of theory: ωB97M-V/def2-TZVPD.

Each line ends with the Löwdin charge.
Element x y z (Å)
C -2.05060 0.47040 0.01281  -0.50
N 0.75539 -0.59261 -1.11297  -0.60
O -0.09199 -2.32666 0.45854  -0.58
F -1.06539 1.17794 0.65398  -0.02
F -2.59092 1.27119 -0.89210  0.11
F -2.99172 0.12728 0.85677  0.13
P 1.71669 0.10923 -0.09451  -0.43
S -0.39854 -1.69233 -0.79216  0.82
Cl 3.63124 -0.49141 -0.49905  0.30
Cl 1.40706 -0.15773 1.81444  0.43
Cl 1.67878 2.10470 -0.40574  0.34

LUMO (alpha / beta), eV: -0.757 / -0.818
Total charge: 0
Relative energy (zero: lowest compared OMol25 entry of this formula, charge and spin), eV: 0.000
Frontier orbital gap (alpha / beta), eV: 8.78 / 7.28

A 2-piece molecular cluster, CCl3NO2 overall at a distorted geometry. Source: OMol25; level of theory: ωB97M-V/def2-TZVPD.

Each line ends with the Löwdin charge.
Element x y z (Å)
C -1.77309 0.39135 0.32581  -1.66
N 2.45620 -0.44413 -0.33205  -0.17
O 1.39234 -0.44498 -0.95086  -0.01
O 2.68561 -0.72234 0.78294  0.10
Cl -0.35486 1.19488 0.82161  0.58
Cl -2.81830 1.28866 -0.68521  0.57
Cl -1.58790 -1.26345 0.03777  0.59

LUMO (alpha / beta), eV: -0.749 / -2.069
Total charge: 0
Relative energy (zero: lowest compared OMol25 entry of this formula, charge and spin), eV: 1.910
Frontier orbital gap (alpha / beta), eV: 10.14 / 6.50

CCl4FOP in the gas phase at a distorted geometry. Source: OMol25; level of theory: ωB97M-V/def2-TZVPD.

Each line ends with the Löwdin charge.
Element x y z (Å)
C 0.22929 -0.52538 0.15985  -1.16
O 0.42285 0.20177 -2.38982  -0.75
F -0.41541 -1.22533 1.18188  -0.16
P -0.05095 1.38799 0.28618  0.17
Cl 1.91632 -1.09154 0.06694  0.63
Cl -0.51888 -1.05663 -1.76662  0.74
Cl 0.41884 1.38996 2.18763  0.28
Cl -2.00206 0.91914 0.27397  0.26

LUMO, eV: -1.498
Total charge: 0
Relative energy (zero: lowest compared OMol25 entry of this formula, charge and spin), eV: 5.798
Frontier orbital gap, eV: 8.16

A 2-piece molecular cluster, CClF2O2S overall at a distorted geometry. Source: OMol25; level of theory: ωB97M-V/def2-TZVPD.

Each line ends with the Löwdin charge.
Element x y z (Å)
C 0.29503 -0.53497 0.16771  -0.40
O -0.56150 1.93067 -1.19187  -0.46
O 0.04667 1.67853 1.18063  -0.50
F 0.26319 -1.09818 1.38291  0.06
F 1.49162 -0.28064 -0.23257  0.11
S -0.79703 1.21534 0.02130  0.74
Cl -0.73797 -2.91075 -1.32811  -0.56

LUMO (alpha / beta), eV: 2.237 / 2.238
Total charge: -1
Relative energy (zero: lowest compared OMol25 entry of this formula, charge and spin), eV: 2.111
Frontier orbital gap (alpha / beta), eV: 7.17 / 7.17

CClI3 as an isolated structure at a distorted geometry. Source: OMol25; level of theory: ωB97M-V/def2-TZVPD.

Each line ends with the Löwdin charge.
Element x y z (Å)
C -0.72467 0.03846 -0.32125  -1.15
Cl -0.36174 -0.78656 1.04304  0.51
I 5.30553 -0.96885 -0.09881  0.00
I -1.86986 1.76463 -0.03110  0.65
I 5.11853 1.67737 0.15903  0.00

LUMO, eV: -1.756
Total charge: 0
Relative energy (zero: lowest compared OMol25 entry of this formula, charge and spin), eV: 0.056
Frontier orbital gap, eV: 7.17